[1]
DFT (ωB97M-V/def2-TZVPD) results for a structure of composition C17H8Br2N3O3S6Ta in a non-equilibrium geometry.

The HOMO energy is -8.10 eV. The value obtained for the molar mass is 835.43 g mol⁻¹. The calculation puts the gap between HOMO and LUMO at 6.7 eV.

XYZ file:
```
40
Properties=species:S:1:pos:R:3:forces:R:3:mulliken_charge:R:1
Ta -1.7232 0.6893 0.8859 -0.574 0.517 0.047 1.37
Br -3.5107 4.0256 -2.1117 0.049 -0.048 0.165 -0.13
Br -0.2410 2.1295 -6.2769 0.012 -0.031 0.015 -0.21
S -0.9560 -3.2641 0.9654 -0.219 -0.415 -0.257 -0.24
S -3.9471 -0.1427 1.4439 0.243 0.025 -0.040 -0.12
S -4.1828 2.3548 3.2501 0.233 0.279 -0.185 -0.04
S -4.1709 0.3514 3.4482 -0.057 -0.316 0.000 -0.05
S -2.2921 2.5670 2.4169 0.137 -0.489 0.039 -0.14
S 0.3039 0.1848 2.7876 -0.207 0.052 -1.017 1.14
O 0.3816 1.2283 1.6957 -0.504 -0.306 0.976 -0.63
O 0.0155 0.6188 4.1068 -0.001 0.192 0.091 -0.56
O -1.6810 1.9581 -0.4753 -0.886 1.355 -0.957 -0.67
N -2.8081 -1.1497 -1.6631 0.043 0.062 0.148 -0.62
N 0.0785 0.3803 -1.2596 -0.229 0.094 -0.242 0.25
N -0.7760 -0.8170 2.0304 0.887 -0.751 0.371 -0.31
C -0.7189 2.0716 -4.4477 0.027 0.008 0.029 -0.13
C 1.4546 -0.5902 -2.9614 0.028 -0.046 0.214 -1.03
C 1.2007 -2.1198 2.2596 -0.289 -0.167 -0.181 0.34
C 2.8812 -0.7177 3.3391 -0.037 -0.161 -0.022 -0.81
C -2.4864 -0.5916 -0.7032 -0.084 -0.255 -0.197 0.22
C 0.9847 -0.4838 -1.6311 0.100 -0.091 -0.103 -0.06
C 1.6192 -0.9274 2.8084 0.593 0.211 -0.105 0.60
C -1.7095 2.8957 -4.0068 -0.061 0.030 0.079 -0.23
C -0.2094 -2.0894 1.7503 0.040 1.106 0.642 0.20
C 3.7571 -1.7892 3.2870 0.015 -0.068 -0.011 -0.52
C 3.3581 -3.0098 2.7353 -0.005 0.066 0.018 -0.54
C -2.1083 2.9070 -2.6411 0.101 0.171 -0.834 -0.62
C 0.9454 0.2297 -3.9217 -0.088 0.150 -0.117 -0.68
C -0.0476 1.1747 -3.5684 0.131 -0.095 -0.188 0.71
C -1.4519 2.0871 -1.7938 0.519 -0.742 1.313 0.30
C 2.0818 -3.1879 2.2233 0.075 -0.130 -0.018 -0.75
C -0.4332 1.2054 -2.2295 0.109 -0.220 0.293 0.71
H 1.3701 -1.1511 -0.8671 -0.011 0.005 0.014 0.38
H 2.2051 -1.3300 -3.2022 -0.008 0.003 0.025 0.40
H 1.7625 -4.1317 1.8007 -0.001 0.015 0.010 0.45
H 1.2808 0.1627 -4.9478 -0.016 -0.005 0.002 0.35
H 3.1655 0.2294 3.7768 -0.032 0.002 -0.016 0.46
H 4.0601 -3.8330 2.7134 -0.012 0.007 0.000 0.40
H 4.7576 -1.6811 3.6840 -0.006 -0.015 -0.012 0.40
H -2.2100 3.5558 -4.7005 -0.014 0.001 0.013 0.43
```
Positions in Å, forces in eV/Å.

=====

[2]
DFT (ωB97M-V/def2-TZVPD) results for a structure of composition C17H9F3N3O3S2 in a non-equilibrium geometry.

As for the total charge: -1. The HOMO energy is -3.77 eV. The value obtained for the molar mass is 424.40 g mol⁻¹. For the energy above the lowest of the compared OMol25 structures with the same formula, charge and spin, the calculation gives 132.1 kJ/mol. The calculation puts the gap between HOMO and LUMO at 5.4 eV.

XYZ file:
```
37
Properties=species:S:1:pos:R:3:forces:R:3:mulliken_charge:R:1
S 7.6537 -3.6338 1.0254 0.007 0.421 0.665 -0.11
S 6.2113 -2.5248 -1.0641 -1.094 0.291 1.212 1.12
F 9.6980 -1.9561 0.7810 -0.586 -0.340 1.225 -0.23
F 9.7001 -3.2964 2.5524 -0.479 0.929 -0.774 -0.23
F 8.3211 -1.5541 2.4696 0.997 -0.659 -0.569 -0.23
O 5.9592 -3.9125 -1.3722 0.265 0.879 0.069 -0.64
O 5.2966 -2.6214 2.6381 0.022 1.002 -2.245 -0.62
O 7.1344 -1.7558 -1.8344 0.400 -0.406 0.154 -0.60
N 6.5084 -2.4103 0.6499 2.126 -2.020 -0.371 -0.04
N -3.5355 2.9642 2.4100 1.398 -0.839 -1.399 -0.61
N 0.3972 -1.8095 -3.4342 0.305 1.212 1.152 -0.70
C 4.4437 -1.4862 0.5951 -0.532 -0.226 -0.329 0.52
C 5.3677 -2.2280 1.4787 -0.212 -0.556 1.087 0.22
C 8.9094 -2.5309 1.7366 0.023 0.052 0.112 0.74
C -0.1593 0.8641 -1.2464 0.564 -0.245 -0.638 0.83
C 3.3052 -0.7497 0.9201 -0.034 0.267 -0.373 -1.18
C -0.1103 2.2577 -0.9756 -0.630 0.091 0.722 -0.60
C 0.8234 0.3546 -2.1200 -1.413 0.810 -0.947 -0.60
C -0.9999 2.7976 -0.0662 0.485 -0.047 0.059 -0.54
C -1.1517 0.0443 -0.6515 -0.411 0.559 0.787 -0.70
C -1.9177 1.9676 0.6128 -0.628 0.395 0.056 0.37
C 0.5744 -0.8390 -2.7929 -0.031 -1.620 -1.584 -0.01
C -2.0349 0.6133 0.2575 0.504 -0.486 -0.172 -0.59
C 4.8092 -1.5593 -0.7428 -0.612 0.157 -1.089 0.84
C -2.8015 2.5157 1.6133 -1.096 0.722 0.885 0.14
C 4.2396 -0.8267 -1.7726 -0.460 0.458 0.377 -0.85
C 2.7284 0.0456 -0.0815 0.435 0.170 0.091 0.00
C 3.2537 0.1036 -1.4096 0.766 -0.181 0.412 -0.38
H 2.9917 0.8761 -2.1557 0.200 -0.834 1.063 0.46
H 4.5744 -0.9479 -2.8076 -0.017 0.207 0.482 0.36
H 1.8402 0.6382 0.1428 0.469 -0.116 0.074 0.42
H -2.8132 0.0012 0.7185 0.268 0.196 -0.040 0.38
H 2.9416 -0.8279 1.9490 -0.081 0.383 -0.454 0.44
H -0.9719 3.8645 0.1518 -0.046 -0.223 0.058 0.39
H 1.3253 1.1453 -2.6943 -0.275 -0.606 0.046 0.60
H 0.6556 2.8598 -1.4833 -0.499 -0.153 0.254 0.27
H -1.1751 -1.0239 -0.8726 -0.098 0.356 -0.059 0.35
```
Positions in Å, forces in eV/Å.

=====

[3]
DFT (ωB97M-V/def2-TZVPD) results for a structure of composition C17H9F5N3SSc.

As for the total charge: +2. The HOMO energy is -15.16 eV. The value obtained for the molar mass is 427.29 g mol⁻¹. For the energy above the lowest of the compared OMol25 structures with the same formula, charge and spin, the calculation gives 0.0 kJ/mol. The calculation puts the gap between HOMO and LUMO at 6.2 eV.

XYZ file:
```
36
Properties=species:S:1:pos:R:3:forces:R:3:mulliken_charge:R:1
Sc -0.4284 0.5181 -0.2523 0.194 0.309 0.437 0.75
S 1.0781 0.8196 1.5376 -0.325 0.019 -0.231 -0.20
F -3.6406 2.2686 2.9150 -0.006 0.004 -0.005 -0.25
F -0.2476 2.5090 6.1664 -0.001 -0.010 -0.014 -0.22
F -2.8317 2.8682 5.4659 0.018 -0.003 -0.022 -0.24
F 1.5348 1.5643 4.4032 0.006 0.001 -0.050 -0.28
F -1.8547 1.3268 1.1083 -0.004 0.030 0.064 -0.38
N 0.5839 -0.5667 -1.8619 0.176 0.080 -0.162 0.48
N -1.1165 -1.5209 -0.1435 0.073 -0.039 -0.090 -0.03
N 0.4813 -1.8054 -1.9161 -0.243 -0.173 0.213 -0.67
C 0.2832 1.7348 4.0226 0.005 -0.006 0.100 0.45
C -1.4312 1.6307 2.4371 -0.108 -0.005 -0.203 0.97
C -0.0989 1.4231 2.7239 0.066 -0.017 -0.005 -0.09
C -1.4949 -4.2639 -0.0535 0.061 -0.043 -0.054 -0.35
C -0.4391 -2.3493 -0.9716 0.350 -0.048 -0.320 0.15
C 2.2660 -0.5205 -3.6730 0.124 0.091 -0.121 -0.34
C 3.0815 0.2679 -4.4625 -0.015 -0.026 0.012 -0.61
C 3.0903 1.6552 -4.3149 0.039 -0.001 -0.041 -0.51
C -1.9674 2.4121 4.5892 -0.054 0.004 0.003 0.77
C 1.4613 1.5023 -2.5833 0.120 0.243 -0.119 -0.32
C 2.2832 2.2847 -3.3751 -0.081 -0.098 0.083 -1.04
C -0.5807 -3.7152 -0.9538 -0.185 -0.038 0.093 -0.24
C -0.6380 2.2238 4.9455 -0.001 0.007 -0.025 0.03
C -2.3885 2.1103 3.2961 0.115 -0.009 0.112 -0.25
C -2.2084 -3.4274 0.7862 -0.030 0.088 0.046 -0.73
C 1.4585 0.1176 -2.7372 -0.288 -0.244 0.302 1.56
C -1.9872 -2.0606 0.7222 0.046 -0.027 -0.034 -0.11
H 3.7373 2.2516 -4.9441 0.000 0.002 0.003 0.42
H 3.7200 -0.1957 -5.2015 0.003 0.002 -0.001 0.41
H 2.2551 -1.5961 -3.7757 -0.029 -0.002 0.027 0.47
H -1.6427 -5.3351 -0.0165 0.000 0.001 0.008 0.45
H 2.2950 3.3593 -3.2647 0.009 0.005 -0.016 0.41
H -2.5138 -1.3751 1.3743 -0.021 -0.024 0.012 0.46
H 0.0032 -4.3212 -1.6314 -0.008 0.004 -0.014 0.51
H -2.9284 -3.8143 1.4930 0.006 -0.019 -0.004 0.42
H 0.8259 2.0194 -1.8540 -0.010 -0.059 0.016 0.13
```
Positions in Å, forces in eV/Å.

=====

[4]
DFT (ωB97M-V/def2-TZVPD) results for a structure of composition C17H9NO4PdS4Sb.

As for the total charge: -1. As for the spin multiplicity: 5. The HOMO energy (spin up / spin down) is -6.13 / -6.17 eV. The value obtained for the molar mass is 647.71 g mol⁻¹. For the energy above the lowest of the compared OMol25 structures with the same formula, charge and spin, the calculation gives 0.0 kJ/mol. The calculation puts the gap between HOMO and LUMO (spin up / spin down) at 8.1 / 5.8 eV.

XYZ file:
```
37
Properties=species:S:1:pos:R:3:forces:R:3:mulliken_charge:R:1
Sb -0.7988 2.5221 1.3670 0.309 0.498 -0.170 1.14
Pd 0.2398 -0.1635 0.1845 0.388 -0.296 -0.134 0.17
S -0.6079 4.7551 1.3947 -0.187 -0.033 0.086 -0.56
S -2.5565 1.9520 2.8259 -0.146 0.009 0.160 -0.31
S 1.1338 1.3060 1.9106 -0.241 -0.079 -0.099 -0.34
S -1.2727 1.4533 -0.6891 -0.073 -0.089 0.225 -0.38
O 1.7657 -0.0804 -1.1798 -0.121 -0.212 -0.118 -0.77
O -1.9676 -3.7591 -2.2362 -0.027 -0.075 -0.058 -0.52
O -0.7741 -5.7313 -2.4379 -0.070 0.016 -0.024 -0.52
O 3.2287 -0.8523 -2.6369 0.046 -0.007 -0.105 -0.64
N -1.1874 -9.4174 3.6432 -0.013 -0.105 0.029 -0.54
C -0.1111 -6.6769 1.7429 -0.001 -0.010 -0.002 -0.58
C 0.0881 -4.6678 -2.3761 0.055 -0.005 0.039 0.97
C 0.0264 -5.3701 1.3194 0.006 0.024 -0.028 -0.47
C -2.0852 -5.1767 -2.3026 -0.035 -0.024 0.031 -0.33
C -0.3840 -1.8427 1.1248 0.097 -0.091 -0.211 0.25
C -0.0060 -2.2726 -2.1552 -0.064 0.169 -0.017 -1.09
C -0.5044 -2.9862 1.5179 -0.073 0.055 0.112 -0.14
C -1.4568 -4.6402 3.0727 -0.029 -0.004 0.027 -0.61
C 1.3956 -2.2633 -2.1783 -0.117 0.008 0.037 0.40
C -0.9229 -6.9701 2.8372 -0.013 -0.156 0.045 0.62
C -0.6438 -4.3321 1.9777 -0.029 0.040 -0.080 0.19
C 2.1894 -0.9900 -2.0228 0.127 0.065 0.203 0.31
C -1.0693 -8.3323 3.2837 0.029 0.235 -0.074 0.01
C 1.4600 -4.6831 -2.4320 -0.023 0.053 0.011 -0.84
C -0.6241 -3.4918 -2.2489 0.045 0.074 0.018 1.15
C -1.5954 -5.9461 3.5008 -0.012 0.027 0.007 -0.54
C 2.1049 -3.4474 -2.3351 -0.011 0.038 0.050 -0.86
H 3.1836 -3.3897 -2.3730 0.012 -0.002 -0.010 0.47
H 0.4056 -7.4757 1.2291 0.010 -0.011 -0.008 0.45
H -2.2246 -6.1807 4.3487 -0.002 -0.002 0.003 0.45
H 0.6523 -5.1313 0.4701 0.014 0.001 -0.021 0.49
H 2.0086 -5.6071 -2.5464 0.017 -0.023 0.008 0.45
H -2.5399 -5.5467 -1.3785 0.020 0.010 -0.044 0.30
H -1.9802 -3.8413 3.5790 0.009 0.011 0.008 0.48
H -2.6806 -5.4498 -3.1778 0.006 -0.003 0.055 0.27
H -0.5913 -1.3583 -2.0948 0.096 -0.106 0.047 0.50
```
Positions in Å, forces in eV/Å.

=====

[5]
DFT (ωB97M-V/def2-TZVPD) results for a structure of composition C18H10Cl2N5O3Pd.

As for the total charge: -1. The HOMO energy (spin up / spin down) is -3.99 / -3.99 eV. The value obtained for the molar mass is 521.64 g mol⁻¹. For the energy above the lowest of the compared OMol25 structures with the same formula, charge and spin, the calculation gives 35.0 kJ/mol. The calculation puts the gap between HOMO and LUMO (spin up / spin down) at 6.7 / 6.7 eV.

XYZ file:
```
39
Properties=species:S:1:pos:R:3:forces:R:3:mulliken_charge:R:1
Pd -0.6713 0.7823 -0.3675 -0.064 0.276 -0.072 0.54
Cl 5.1780 -2.9668 1.4880 -0.078 0.015 0.010 -0.25
Cl 2.8435 -4.4071 3.1519 0.003 0.050 -0.054 -0.25
O -1.6669 -2.5776 2.1649 0.072 0.012 0.077 -0.78
O 3.5402 0.5893 -1.4888 -0.038 -0.045 0.019 -0.82
O -2.5565 1.7349 -1.7963 -0.165 0.143 -0.012 -0.34
N -1.8270 2.0036 -0.9198 0.172 -0.241 0.024 0.02
N -2.2765 0.8749 1.6253 0.175 -0.137 0.085 0.04
N 1.4791 0.0178 -0.5560 0.024 -0.173 0.196 -0.06
N -0.3836 -0.9570 1.0837 0.176 -0.068 0.012 -0.15
N 0.2378 1.0322 -2.7123 0.012 -0.093 -0.009 0.00
C -2.9701 1.8891 2.1215 -0.133 0.017 -0.176 -0.19
C -3.9837 0.4938 3.7550 -0.005 -0.022 0.011 -0.22
C 3.5133 -2.4501 1.3633 0.049 0.008 -0.014 0.15
C 2.3018 0.5440 -1.4490 0.081 0.085 -0.250 -0.07
C 0.2667 1.6028 -5.0283 0.014 0.003 0.025 -0.68
C 0.8721 -1.5581 1.1338 -0.130 0.023 -0.074 -0.10
C -3.8275 1.7572 3.2020 0.005 -0.037 -0.025 -0.69
C 2.5099 -3.0692 2.0789 -0.017 -0.032 0.034 0.14
C 1.1975 -2.6310 1.9590 -0.006 -0.061 0.016 -0.53
C 3.2109 -1.3932 0.5132 0.049 0.011 -0.008 -0.54
C 1.5704 1.0573 -2.6914 -0.058 -0.072 0.136 0.67
C 2.3139 1.3980 -3.8154 0.002 0.040 -0.039 -0.61
C -1.4244 -1.4376 1.7501 -0.213 0.057 0.157 0.01
C 1.6520 1.6733 -4.9980 0.039 0.003 -0.016 -0.24
C -2.3965 -0.3332 2.1740 0.154 0.040 -0.087 0.64
C 1.9007 -0.9460 0.3621 -0.060 0.126 -0.073 -0.27
C -0.3953 1.2894 -3.8533 -0.004 0.111 0.067 -0.17
C -3.2682 -0.5690 3.2299 -0.095 0.006 0.013 -0.68
H -3.3373 -1.5749 3.6188 0.009 0.013 0.009 0.42
H 3.9988 -0.9118 -0.0428 -0.010 -0.013 0.001 0.66
H 3.3903 1.4087 -3.7242 -0.001 -0.006 -0.007 0.43
H -0.2938 1.7870 -5.9353 0.011 0.002 0.006 0.36
H 2.2086 1.9247 -5.8931 -0.001 0.004 0.009 0.39
H -4.6496 0.3433 4.5963 -0.003 -0.005 -0.006 0.38
H 0.4173 -3.1327 2.5091 0.008 0.015 0.000 0.61
H -1.4771 1.2490 -3.8164 0.000 -0.026 -0.007 0.42
H -4.3549 2.6190 3.5890 -0.004 -0.017 0.004 0.37
H -2.8427 2.8440 1.6180 0.031 -0.014 0.020 0.40
```
Positions in Å, forces in eV/Å.

=====

[6]
DFT (ωB97M-V/def2-TZVPD) results for a structure of composition C18H11Br2F4N2 in a non-equilibrium geometry.

As for the total charge: +1. The HOMO energy is -12.66 eV. The value obtained for the molar mass is 491.10 g mol⁻¹. For the energy above the lowest of the compared OMol25 structures with the same formula, charge and spin, the calculation gives 41.8 kJ/mol. The calculation puts the gap between HOMO and LUMO at 8.0 eV.

XYZ file:
```
37
Properties=species:S:1:pos:R:3:forces:R:3:mulliken_charge:R:1
Br -0.6048 3.8122 -1.7061 -0.027 -0.313 0.950 -0.18
Br 0.8166 6.0888 3.3909 -0.657 -1.477 -0.590 -0.17
F -5.5277 0.5337 2.1521 1.568 -0.865 0.292 -0.29
F 3.7952 0.6640 4.1996 -1.282 -0.762 -0.195 -0.30
F -3.3742 -3.5630 1.1503 0.173 1.877 0.552 -0.29
F 2.2642 -3.6764 3.1170 -0.435 1.803 0.437 -0.29
N -0.3935 2.1874 2.1767 0.142 0.044 -2.306 -0.16
N 0.2067 5.9654 0.3803 -0.572 -0.949 -1.207 -0.38
C -0.4453 3.6240 0.2032 0.167 -0.655 0.054 -0.57
C -4.3687 -0.2210 2.1119 -1.105 0.684 -0.582 0.33
C -3.1468 0.3919 2.3543 -0.310 -0.142 0.276 -0.95
C -4.5047 -1.5526 1.7279 0.132 -0.028 0.001 -0.73
C -0.7404 0.3584 2.7783 -0.368 -0.611 0.780 0.09
C 0.0043 3.2898 2.9029 -0.396 -0.049 -0.345 -0.08
C 0.1290 4.5654 2.3556 0.419 -0.242 -0.068 -0.63
C -0.5643 2.3735 0.8194 0.114 0.968 0.742 -0.24
C 2.0323 -2.3228 3.2971 -0.477 -1.042 -0.492 0.24
C 3.0824 -1.5243 3.7039 -0.081 -0.232 -0.098 -0.76
C -2.0442 -1.6567 1.7137 0.048 0.159 0.093 -0.60
C -3.3146 -2.2364 1.5477 0.543 -0.930 -0.414 0.20
C 1.5339 0.3612 3.5140 0.746 0.028 0.122 -0.88
C -1.9367 -0.3233 2.1912 -1.361 0.517 -0.305 0.58
C 2.7709 -0.1797 3.8301 1.091 0.735 -0.023 0.44
C 0.7443 -1.8427 2.9941 -0.067 0.326 -0.268 -0.78
C -0.0620 4.7720 0.9466 0.571 0.626 0.480 1.48
C 0.5048 -0.4380 2.9931 1.433 0.226 0.957 1.01
H -0.0353 -2.5854 2.8307 0.499 0.294 -0.039 0.67
H -1.1792 -2.2859 1.5211 -0.409 0.283 -0.158 0.83
H -1.0197 0.8491 3.6956 -0.175 -0.140 0.232 0.44
H 0.2493 3.1456 3.9489 -0.227 -0.046 -0.022 0.55
H 4.0778 -1.9456 3.8920 -0.508 0.348 -0.040 0.48
H -5.4788 -2.0347 1.5558 0.579 0.381 0.114 0.47
H -3.1533 1.4104 2.7471 0.025 -0.236 -0.240 0.46
H -0.7801 1.4976 0.2186 -0.116 0.034 0.141 0.53
H 0.5602 6.7571 0.8676 0.122 0.173 0.737 0.15
H 0.1450 6.0907 -0.6338 -0.104 -0.371 0.664 0.16
H 1.3759 1.4229 3.6962 0.307 -0.415 -0.230 0.17
```
Positions in Å, forces in eV/Å.